{
  "formula": "C4H14N4",
  "method": "the ωB97M-V functional and the def2-TZVPD basis",
  "orbital_gap_ha": [0.2048, 0.2049],
  "homo_energy_ev": [-5.6, -5.6],
  "de_lowest_kj_mol": 598.1,
  "species": ["C", "C", "N", "C", "N", "H", "H", "H", "H", "H", "H", "H", "H", "C", "N", "N", "H", "H", "H", "H", "H", "H"],
  "xyz": [[2.145, -0.748, 0.149], [0.990, -0.211, -1.922], [0.898, -0.394, -0.495], [-1.142, -1.937, -0.816], [-0.281, -1.458, 0.006], [2.833, 0.102, 0.105], [2.631, -1.616, -0.314], [1.946, -0.974, 1.196], [0.001, 0.036, -2.319], [1.360, -1.105, -2.446], [1.672, 0.615, -2.138], [-0.955, -2.079, -1.876], [-2.161, -2.120, -0.496], [-1.424, 2.254, 0.949], [-0.437, 1.357, 1.531], [-0.884, 0.161, 2.031], [0.328, 1.143, 0.874], [-1.777, 0.328, 2.497], [-0.699, -0.841, 1.068], [-2.046, 1.767, 0.184], [-2.084, 2.620, 1.741], [-0.914, 3.102, 0.491]],
  "lowdin_charge": [-0.110, -0.120, -0.202, -0.016, 0.022, 0.092, 0.081, 0.083, 0.080, 0.085, 0.094, 0.068, 0.083, -0.166, -0.288, -0.129, 0.061, 0.021, 0.077, 0.055, 0.063, 0.064]
}